Computed, not measured: a cluster of 2 separate species, C11H21ClN4O6S in total at a distorted geometry, with the ωB97M-V functional and the def2-TZVPD basis.

Structure (XYZ):
```
44
C11H21ClN4O6S (the ωB97M-V functional and the def2-TZVPD basis)
Cl -4.277 0.198 2.817
S -2.378 -1.154 -0.026
O -3.749 1.160 1.864
O -4.656 0.864 4.032
O -0.291 0.386 2.095
O -3.238 -0.778 3.109
O -5.408 -0.479 2.237
O 3.957 -0.424 -1.204
N 1.022 0.813 0.212
N 1.522 2.697 1.622
N -0.124 -0.147 -1.371
N -1.211 0.331 -3.520
C 3.064 -0.253 -2.224
C -0.867 -0.336 -0.185
C 2.043 0.897 -2.065
C 0.984 0.529 -1.104
C -0.113 0.264 0.789
C 2.882 -1.458 -1.366
C 1.095 -1.272 3.236
C -0.302 -0.846 2.854
C -2.662 0.368 -3.216
C -0.486 -0.632 -2.718
C 2.058 1.521 0.941
H -2.108 -2.418 -0.409
H -0.804 -1.630 2.300
H 2.835 1.850 0.262
H -1.086 -1.523 -2.591
H 1.684 -1.473 2.338
H 3.330 -2.391 -1.673
H -3.204 0.858 -4.018
H 2.526 0.828 1.638
H 0.512 2.682 1.621
H 1.607 -0.529 3.843
H 3.417 -0.446 -3.227
H -2.842 0.937 -2.304
H 2.611 1.760 -1.740
H 1.059 -2.182 3.827
H 1.830 2.700 2.582
H 1.646 1.050 -3.063
H 0.439 -0.883 -3.228
H 2.534 -1.394 -0.346
H -0.873 1.250 -3.259
H -0.918 -0.662 3.722
H -3.059 -0.631 -3.081
```

Computed properties:
Orbital gap, eV: 7.9
Net charge: 0
Lowest unoccupied orbital energy, eV: -0.4